Formula: C9H16N2OP
Source: the OMol25 dataset
Level of theory: wB97M-V/def2-TZVPD

Computed properties:
Energy above the lowest of the compared OMol25 structures with the same formula, charge and spin: 3.539 eV
Multiplicity: 1
HOMO-LUMO gap (spin up / spin down): 6.88 / 6.86 eV
Maximum force: 4.97 eV/A
Total charge: +1
E: -23895.7631 eV
Structure (SMILES): C#[PH][C@](O)([NH+]=C)[C@@H]1N[C@H]2CC[C@@H]1C2

Atoms and positions in Å:
C (-4.6033, 1.0045, 0.2314)
C (-1.4873, -0.1495, -0.1678)
C (2.2275, -0.1755, 1.1678)
C (2.6630, 0.9688, 0.2569)
C (1.5556, -0.4914, -1.0087)
C (-0.1713, 0.2849, 0.4599)
C (1.0296, -0.7379, 0.3844)
C (1.5915, 1.0599, -0.8717)
C (-2.9127, -2.1264, -0.2159)
N (-1.9317, -1.4110, 0.2315)
N (0.2427, 1.4391, -0.4621)
O (-1.5420, 0.0654, -1.5002)
P (-3.0099, 1.1609, 0.3432)
H (-5.3658, 0.1820, 0.3809)
H (2.8084, -1.0550, 1.3366)
H (1.8269, 0.0304, 2.1086)
H (2.8327, 2.0030, 0.6102)
H (3.6455, 0.7029, -0.2357)
H (2.4951, -0.9750, -1.1683)
H (1.0461, -0.7505, -1.9022)
H (-0.4325, 0.4202, 1.5615)
H (0.5896, -1.6235, 0.7929)
H (1.9992, 1.4660, -1.8112)
H (-3.2396, -1.7560, -1.1178)
H (-3.1985, -2.9387, 0.2727)
H (-1.4081, -1.7546, 1.0347)
H (-1.0924, 0.9023, -1.8076)
H (0.3606, 2.3781, -0.1476)
H (-2.4743, 2.4723, 0.2177)

Forces on the atoms, in the same order (eV/Å):
C 0.249 -0.986 0.757
C -0.184 2.442 -0.390
C -1.894 -0.483 -0.573
C 1.720 2.007 -0.770
C -1.152 -0.061 -1.251
C 0.376 0.796 0.741
C -1.575 1.859 -0.622
C 2.471 -3.179 -0.372
C 2.659 4.130 -0.784
N 0.192 -1.331 0.947
N 1.197 -1.056 0.505
O -0.641 -0.974 -2.138
P -1.010 -0.435 0.221
H 1.127 1.093 -0.494
H 1.475 -0.049 -0.237
H -0.165 1.155 1.817
H -0.057 -0.721 0.933
H -1.080 0.349 0.423
H 0.964 0.166 0.189
H -1.461 -0.634 -0.460
H 0.744 0.754 -1.157
H 0.584 -1.284 -0.229
H -0.600 0.520 0.550
H -1.494 0.284 -1.966
H -1.216 -3.510 1.873
H -0.419 0.049 0.222
H -0.027 -0.938 1.234
H -0.689 0.585 1.171
H -0.094 -0.547 -0.140